*i*
{"formula": "C9H17N6", "method": "the ωB97M-V functional and the def2-TZVPD basis", "species": ["N", "N", "N", "N", "N", "N", "C", "C", "C", "C", "C", "C", "C", "C", "C", "H", "H", "H", "H", "H", "H", "H", "H", "H", "H", "H", "H", "H", "H", "H", "H", "H"], "coordinates": [[3.421, 0.975, -0.439], [1.081, 0.021, 2.751], [-0.401, 3.635, -0.161], [0.787, -0.811, -0.228], [1.758, 2.662, -0.490], [1.157, 0.488, -0.273], [2.262, 1.426, -0.372], [1.457, -2.535, -1.895], [-0.513, -0.882, 0.041], [-0.045, 1.242, -0.120], [-1.094, 0.413, 0.074], [-3.086, 0.941, -1.336], [-2.533, 0.719, 0.093], [0.427, 2.621, -0.311], [1.711, -1.820, -0.515], [1.314, -1.676, -2.586], [2.223, -3.276, -2.017], [0.525, -2.989, -1.812], [-2.565, 0.487, -2.147], [-2.781, 1.991, -1.512], [-1.410, 3.355, -0.235], [1.989, 0.473, 2.719], [-3.162, -0.050, 0.482], [-0.887, -1.907, 0.115], [-4.086, 0.911, -1.121], [1.721, -2.601, 0.204], [4.235, 1.553, -0.435], [-0.186, 4.596, -0.255], [-2.711, 1.655, 0.554], [1.110, -0.598, 3.627], [0.451, 0.586, 3.195], [2.857, -1.542, -0.560]], "mulliken_charge": [-0.50, -0.69, -0.27, 0.29, -0.76, 0.16, 0.40, -1.15, -0.62, -0.22, 1.17, -1.01, -1.38, 0.38, -0.47, 0.32, 0.39, 0.36, 0.34, 0.22, 0.18, 0.24, 0.42, 0.53, 0.44, 0.36, 0.29, 0.26, 0.51, 0.25, 0.21, 0.33], "lumo_ha": -0.1597, "charge": 1, "homo_energy_ev": -12.9}

***

*ii*
{"formula": "C9H17N6", "method": "the ωB97M-V functional and the def2-TZVPD basis", "species": ["N", "N", "N", "N", "N", "N", "C", "C", "C", "C", "C", "C", "C", "C", "C", "H", "H", "H", "H", "H", "H", "H", "H", "H", "H", "H", "H", "H", "H", "H", "H", "H"], "coordinates": [[-1.400, -0.371, -1.018], [-0.753, -2.621, -1.053], [-0.763, 1.772, 1.815], [1.160, -3.782, -0.087], [-0.707, 1.338, 0.436], [2.287, -3.413, 0.522], [0.119, 2.107, -0.626], [-1.539, -1.638, -1.455], [-1.077, 0.039, 0.208], [2.274, -2.120, 0.736], [1.473, 1.461, -0.833], [1.045, -1.592, 0.246], [-1.645, -0.716, 1.417], [0.429, -2.636, -0.384], [0.260, 3.659, -0.223], [-0.976, -3.625, -1.321], [1.320, 0.249, -1.045], [2.063, 1.407, 0.054], [-1.238, 2.721, 1.950], [1.950, 2.021, -1.536], [-1.808, 0.215, -1.793], [2.906, -1.554, 1.239], [1.016, 3.773, 0.565], [-1.589, 0.081, 2.164], [-2.591, -1.142, 1.133], [-0.853, -1.431, 1.529], [-0.590, 4.131, 0.228], [1.291, -4.677, -0.500], [0.139, 1.961, 2.199], [-2.246, -1.845, -2.149], [-0.621, 2.100, -1.387], [0.667, 4.125, -1.033]], "mulliken_charge": [0.04, -0.02, -0.75, 0.10, 0.25, -0.72, 0.13, -0.33, 0.53, -0.94, -1.09, -0.03, -1.20, 0.37, -1.60, 0.32, 0.20, 0.33, 0.26, 0.56, 0.34, 0.58, 0.40, 0.51, 0.35, 0.34, 0.42, 0.23, 0.24, 0.45, 0.25, 0.47], "lumo_ha": -0.1593, "charge": 1, "homo_energy_ev": -11.0}

***

Q: Which of them is the most stable? A: *i*.

***

*i*
{"formula": "C2H6NO", "method": "the ωB97M-V functional and the def2-TZVPD basis", "species": ["O", "N", "C", "C", "H", "H", "H", "H", "H", "H"], "coordinates": [[-0.500, 0.538, 1.284], [-0.124, -0.344, -0.890], [-0.721, 0.758, -0.029], [1.154, -0.798, -0.239], [1.767, 0.024, 0.149], [-1.775, 0.813, -0.346], [-0.787, -1.134, -0.755], [1.827, -1.110, -1.049], [-0.310, 1.713, -0.433], [0.867, -1.478, 0.574]], "mulliken_charge": [-0.87, -0.59, -0.36, -0.65, 0.23, 0.27, 0.26, 0.28, 0.20, 0.24], "lumo_ha": 0.1755, "charge": -1, "homo_energy_ev": -2.2, "smiles": "CNC[O-]"}

***

*ii*
{"formula": "C2H6NO", "method": "the ωB97M-V functional and the def2-TZVPD basis", "species": ["O", "N", "C", "C", "H", "H", "H", "H", "H", "H"], "coordinates": [[0.382, 1.744, 1.424], [-0.185, -1.296, -0.774], [-0.164, 0.953, 0.498], [0.572, -0.381, 0.145], [-1.224, 0.617, 0.712], [1.473, -0.054, -0.343], [0.757, -0.877, 1.051], [-0.281, -0.990, -1.707], [-1.155, -1.144, -0.531], [-0.174, 1.429, -0.475]], "mulliken_charge": [-0.87, -0.65, -0.38, -0.37, 0.10, 0.28, 0.29, 0.23, 0.22, 0.14], "lumo_ha": 0.1782, "charge": -1, "homo_energy_ev": -2.1, "smiles": "NCC[O-]"}

***

Q: Which of them is the most stable? A: *ii*.

***

*i*
{"formula": "C23H25N3O6S", "method": "the ωB97M-V functional and the def2-TZVPD basis", "species": ["S", "O", "O", "O", "O", "O", "O", "N", "N", "N", "C", "C", "C", "C", "C", "C", "C", "C", "C", "C", "C", "C", "C", "C", "C", "C", "C", "C", "C", "C", "C", "C", "C", "H", "H", "H", "H", "H", "H", "H", "H", "H", "H", "H", "H", "H", "H", "H", "H", "H", "H", "H", "H", "H", "H", "H", "H", "H"], "coordinates": [[-3.572, 0.125, -0.915], [-1.220, 2.554, 0.070], [-3.027, -1.088, -1.471], [-4.983, 0.343, -0.993], [1.026, -4.901, -2.176], [1.029, -1.572, 0.442], [-1.480, 1.026, 4.513], [0.110, -1.943, -1.585], [0.526, 1.201, -0.376], [-2.842, 1.383, -1.759], [4.745, 3.785, 0.103], [-3.529, 1.303, 1.559], [1.107, -5.743, -3.217], [-0.157, -4.255, -2.275], [-1.995, -0.515, 1.224], [-1.454, -0.311, 2.481], [2.353, 3.612, 0.118], [-3.002, 1.512, 2.814], [0.782, -1.203, -0.688], [3.500, 4.338, -0.147], [-0.004, -5.654, -3.997], [4.840, 2.503, 0.617], [2.441, 2.325, 0.635], [-0.405, 0.280, 5.037], [-1.947, 0.718, 3.280], [-3.013, 0.292, 0.767], [3.692, 1.774, 0.878], [1.184, 1.536, 0.883], [-0.690, 1.715, -0.640], [-0.504, -3.223, -1.258], [-1.416, 1.220, -1.894], [1.196, 0.197, -1.177], [-0.828, -4.679, -3.384], [-0.094, -1.588, -2.506], [-0.669, -0.775, 5.156], [-3.373, 2.295, 3.454], [0.486, 0.364, 4.407], [-3.088, 2.273, -1.346], [-0.213, -6.207, -4.889], [1.379, 4.038, -0.070], [0.467, 2.124, 1.461], [3.424, 5.339, -0.546], [-1.791, -4.345, -3.712], [3.766, 0.774, 1.280], [0.990, 0.342, -2.237], [-4.335, 1.911, 1.179], [5.641, 4.353, -0.102], [-1.270, 0.155, -2.060], [1.990, -6.347, -3.293], [-1.628, -1.306, 0.592], [2.272, 0.316, -1.011], [-1.069, 1.787, -2.765], [-0.198, 0.712, 6.015], [1.403, 0.603, 1.408], [-0.646, -0.946, 2.804], [-0.124, -3.509, -0.274], [5.809, 2.069, 0.813], [-1.591, -3.090, -1.227]], "mulliken_charge": [1.25, -0.64, -0.58, -0.75, -0.33, -0.67, -0.44, -0.06, 0.47, -0.37, -0.39, -0.59, -0.48, -0.09, -0.37, -0.39, -0.29, -0.74, 0.41, -0.74, -0.50, -0.73, 0.12, -0.73, 0.70, -0.11, -0.07, -1.16, 0.98, -0.27, -0.78, -1.21, -0.49, 0.39, 0.34, 0.46, 0.26, 0.38, 0.44, 0.43, 0.54, 0.39, 0.54, 0.46, 0.62, 0.45, 0.39, 0.18, 0.45, 0.57, 0.49, 0.19, 0.25, 0.37, 0.42, 0.31, 0.39, 0.33], "lumo_ha": 0.0200, "charge": 0, "homo_energy_ev": -8.8, "smiles": "COc1ccc(S(=O)(=O)NCC(=O)N(CC(=O)NCc2ccco2)Cc2ccccc2)cc1"}

***

*ii*
{"formula": "C23H25N3O6S", "method": "the ωB97M-V functional and the def2-TZVPD basis", "species": ["S", "O", "O", "O", "O", "O", "O", "N", "N", "N", "C", "C", "C", "C", "C", "C", "C", "C", "C", "C", "C", "C", "C", "C", "C", "C", "C", "C", "C", "C", "C", "C", "C", "H", "H", "H", "H", "H", "H", "H", "H", "H", "H", "H", "H", "H", "H", "H", "H", "H", "H", "H", "H", "H", "H", "H", "H", "H"], "coordinates": [[5.168, -1.131, -0.480], [-7.178, 0.478, -0.237], [5.953, -1.778, 0.530], [-5.860, -1.192, 0.529], [-0.753, 2.859, -0.345], [1.183, 3.916, -0.515], [5.529, -1.310, -1.859], [1.065, -1.799, 0.502], [3.569, -1.573, -0.222], [-5.011, 0.843, -0.130], [-1.699, -0.499, 0.784], [0.552, 0.610, 0.691], [-3.645, 0.728, 0.084], [4.651, 3.270, 0.485], [3.304, -2.893, 0.308], [1.263, -0.573, 1.278], [-2.844, 1.822, -0.219], [0.607, 2.908, -0.189], [-3.056, -0.441, 0.585], [4.794, 2.344, 1.509], [2.678, -1.195, -1.297], [-8.510, -1.272, -1.297], [1.246, -1.635, -0.927], [-5.998, -0.079, 0.097], [4.981, 1.005, 1.207], [4.903, 1.528, -1.145], [1.240, 1.726, 0.360], [-1.471, 1.760, -0.020], [-0.874, 0.595, 0.494], [-8.333, -0.353, -0.098], [1.908, -2.886, 0.977], [4.709, 2.866, -0.839], [5.031, 0.614, -0.117], [2.997, -1.648, -2.247], [-8.237, -0.942, 0.820], [-7.674, -1.964, -1.361], [-5.335, 1.730, -0.493], [4.965, 1.177, -2.163], [-3.681, -1.288, 0.811], [-9.168, 0.344, -0.007], [4.096, -3.110, 1.024], [-9.429, -1.841, -1.186], [2.308, 1.797, 0.492], [3.344, -3.646, -0.492], [5.099, 0.256, 1.975], [-1.244, -1.404, 1.151], [-3.267, 2.734, -0.612], [1.021, -2.602, -1.382], [4.753, 2.665, 2.539], [1.395, -3.826, 0.750], [2.736, -0.109, -1.400], [4.486, 4.310, 0.719], [4.593, 3.591, -1.629], [2.000, -2.803, 2.060], [0.851, -0.765, 2.277], [0.522, -0.910, -1.302], [2.327, -0.321, 1.385], [-8.561, -0.691, -2.214]], "mulliken_charge": [1.34, -0.48, -0.74, -0.62, -0.52, -0.64, -0.74, -0.06, 0.24, -0.07, -0.85, 0.53, 1.02, -0.47, -0.76, -0.90, -0.40, -0.20, -1.19, -0.56, -0.80, -1.07, -1.00, 0.60, -0.49, -0.15, 0.09, -0.44, 0.85, -0.24, -0.88, -0.65, 0.06, 0.48, 0.32, 0.31, 0.19, 0.53, 0.59, 0.29, 0.43, 0.36, 0.21, 0.37, 0.50, 0.50, 0.42, 0.44, 0.40, 0.41, 0.39, 0.40, 0.41, 0.40, 0.63, 0.41, 0.48, 0.30], "lumo_ha": -0.0019, "charge": 0, "homo_energy_ev": -8.5, "smiles": "CCOC(=O)Nc1ccc2c(CN3CCN(S(=O)(=O)c4ccccc4)CC3)cc(=O)oc2c1"}

***

Q: Which of them is the most stable? A: *ii*.

***

*i*
{"formula": "C4H4AgLiO5", "method": "the ωB97M-V functional and the def2-TZVPD basis", "species": ["Ag", "O", "O", "O", "O", "O", "C", "C", "C", "C", "Li", "H", "H", "H", "H"], "coordinates": [[-1.489, -3.471, -0.671], [0.930, -2.740, 0.662], [0.200, 0.576, -1.207], [-1.039, 0.333, 0.598], [-1.116, -1.237, -1.001], [2.191, -0.941, 1.387], [-0.859, 1.721, 0.470], [-0.245, 1.877, -0.912], [-0.452, -0.320, -0.432], [1.339, -1.644, 0.654], [2.909, -3.273, 1.206], [0.599, 2.566, -0.876], [-1.815, 2.242, 0.529], [-0.183, 2.089, 1.243], [-0.971, 2.223, -1.650]], "mulliken_charge": [0.60, -0.49, -0.26, -0.29, -0.68, -0.63, -0.28, -0.29, 0.33, 0.40, 0.58, 0.25, 0.24, 0.27, 0.25], "lumo_ha": [-0.0566, -0.0552], "charge": 0, "homo_energy_ev": [-5.3, -4.8]}

***

*ii*
{"formula": "C4H4AgLiO5", "method": "the ωB97M-V functional and the def2-TZVPD basis", "species": ["Ag", "O", "O", "O", "O", "O", "C", "C", "C", "C", "Li", "H", "H", "H", "H"], "coordinates": [[-0.359, -4.140, 1.228], [0.699, -1.778, 0.075], [1.935, 4.029, -0.589], [-0.595, -0.040, -0.553], [-0.245, 2.889, -0.724], [-1.481, -1.801, 0.438], [-0.440, -1.252, -0.005], [0.837, 4.072, -0.145], [0.148, 1.939, -1.678], [0.561, 0.618, -1.066], [-1.181, 3.841, 0.523], [1.281, 0.783, -0.252], [1.024, 2.326, -2.229], [-0.665, 1.773, -2.404], [1.032, -0.013, -1.834]], "mulliken_charge": [0.73, -0.70, -0.28, -0.24, -0.41, -0.75, 0.75, -0.28, -0.54, -0.31, 0.86, 0.26, 0.34, 0.26, 0.32], "lumo_ha": -0.0824, "charge": 0, "homo_energy_ev": -8.1}

***

*iii*
{"formula": "C4H4AgLiO5", "method": "the ωB97M-V functional and the def2-TZVPD basis", "species": ["Ag", "O", "O", "O", "O", "O", "C", "C", "C", "C", "Li", "H", "H", "H", "H"], "coordinates": [[-4.833, 0.054, -0.551], [0.323, -0.045, 1.024], [-2.313, -1.054, -0.249], [0.168, 1.856, -0.170], [-2.514, 1.155, 0.012], [0.632, -0.120, -1.171], [1.803, -0.692, -0.638], [1.527, -0.755, 0.861], [-0.056, 0.517, -0.171], [-1.865, 0.229, -0.426], [-1.205, 2.722, 0.777], [1.386, -1.790, 1.175], [2.332, -0.292, 1.433], [2.679, -0.085, -0.872], [1.936, -1.699, -1.033]], "mulliken_charge": [0.56, -0.35, -0.66, -1.04, -0.66, -0.40, -0.31, -0.29, 0.74, 0.53, 0.87, 0.26, 0.24, 0.25, 0.26], "lumo_ha": -0.0743, "charge": 0, "homo_energy_ev": -7.6}

***

Q: Which of them is the most stable? A: *ii*.